*P*
# C5H7NOS

An isolated molecule of C5H7NOS (wB97M-V/def2-TZVPD, OMol25).

Net charge   0
Gap between HOMO and LUMO   9.8 eV

CARTESIAN COORDINATES (ANGSTROEM)
C  -1.71640  -0.88142  0.34314
C  -0.67565  1.33624  -0.59805
C  0.29271  0.68342  0.39521
C  1.52802  0.00647  -0.27585
C  -0.21405  -0.75067  0.58239
H  -0.80152  2.38523  -0.36005
H  -0.36982  1.24844  -1.64729
H  0.48924  1.26951  1.29344
H  1.87627  0.44437  -1.18916
H  2.36681  -0.02852  0.45708
H  1.18312  -2.06127  -0.31317
H  0.00573  -1.21148  1.56614
N  0.73428  -1.16895  -0.40846
O  -2.39456  -1.84405  0.56120
S  -2.30419  0.57269  -0.40657



*Q*
# C5H7NOS

An isolated molecule of C5H7NOS (wB97M-V/def2-TZVPD, OMol25).

Net charge   0
Gap between HOMO and LUMO   9.5 eV

CARTESIAN COORDINATES (ANGSTROEM)
C  0.26839  0.02714  -1.75797
C  0.63969  -1.01374  -0.72484
C  0.75996  0.62340  1.03210
C  -0.72921  1.08571  0.55578
C  -1.17891  -0.34241  0.79837
H  1.73946  -1.29965  -0.83117
H  0.26966  -1.88196  -1.27563
H  1.12174  0.83504  2.11547
H  1.69553  0.97784  0.35510
H  -1.19431  1.96007  1.16831
H  -1.83245  -0.89427  0.20862
H  -1.33894  -0.57367  1.91133
N  0.24842  -0.81000  0.59078
O  0.30789  -0.02801  -2.98964
S  -0.77693  1.33451  -1.15663



*R*
# C5H7NOS

An isolated molecule of C5H7NOS (wB97M-V/def2-TZVPD, OMol25).

Net charge   0
Gap between HOMO and LUMO   10.0 eV

CARTESIAN COORDINATES (ANGSTROEM)
C  -1.07875  0.88523  -0.60750
C  -2.62280  -0.06919  0.40393
C  -0.50658  0.00295  0.23902
C  1.60245  -1.06036  -0.36866
C  0.95108  -0.06878  0.58993
N  -2.47395  0.77396  -0.53421
O  -1.50428  -0.61173  0.84978
S  1.87347  1.52271  0.51289
H  -0.61241  1.65899  -1.14584
H  -3.60298  -0.41523  0.84425
H  1.32368  -0.65810  -1.45358
H  2.72392  -1.02301  -0.13122
H  1.29607  -2.02072  -0.24398
H  1.09576  -0.52624  1.75116
H  1.53529  1.60952  -0.70595



Which of them is the least stable? Correct choice: *Q*.